Below is an isolated molecule of C4H7NO at a distorted geometry, with properties calculated with ωB97M-V/def2-TZVPD.

Geometry as XYZ:
```
13
Properties=species:S:1:pos:R:3:nbo_charge:R:1
H -1.2217 -2.4437 -0.8883 0.14
H 0.8893 0.3444 -2.0153 0.21
H 0.9901 0.1053 1.7866 0.22
C 0.1863 0.7504 1.4325 -0.64
N 0.2322 -0.9988 -0.4525 -0.49
O -2.0029 -0.6069 -0.6423 -0.60
H 0.3475 1.7813 1.7647 0.22
C 1.0262 0.0966 -0.9679 -0.23
C -1.0558 -1.3640 -0.7323 0.51
H -0.7628 0.4122 1.8678 0.23
C 0.0653 0.6465 -0.0488 -0.01
H 2.0483 0.0205 -0.6285 0.21
H -0.7420 1.2560 -0.4757 0.24
```

Values from the calculation:
largest force on an atom	1.97	eV Å⁻¹
total charge	0
E_HOMO	-9.49	eV
SMILES	C[C@H]1CN1C=O